DFT (ωB97M-V/def2-TZVPD) results for a structure of composition C20H18F6N6O2PRu at a distorted geometry.

The geometry in XYZ format:
```
54
Properties=species:S:1:pos:R:3:forces:R:3
Ru -0.6144 -0.2576 -0.4067 -1.096 -0.062 0.491
C -2.6891 5.1549 3.7255 0.012 0.025 -0.097
C -2.1450 4.2410 2.6681 -0.189 -0.141 0.182
C -1.3477 4.7247 1.6317 0.167 -0.149 -0.334
C -0.8408 3.8666 0.6867 -0.039 0.315 0.214
C -1.1269 2.4872 0.7053 0.536 0.142 0.149
N -0.6043 1.6824 -0.2647 -0.824 -1.377 -0.852
C -0.2549 2.2797 -1.5123 0.207 -0.325 0.838
C -1.1007 3.1451 -2.1889 -0.074 0.159 -0.367
C -0.7418 3.6265 -3.4361 0.006 -0.176 0.226
C 0.4617 3.2549 -4.0348 0.091 0.032 -0.132
C 0.8326 3.7370 -5.4086 0.015 0.041 0.066
C 1.2949 2.3747 -3.3538 -0.084 0.056 0.009
C 0.9305 1.8950 -2.1099 0.752 -0.403 -0.138
N 1.8146 1.0050 -1.4210 -0.528 0.053 -0.219
C 3.1518 1.0404 -1.3552 0.134 0.125 -0.102
C 3.5765 -0.0595 -0.6497 -0.110 -0.037 -0.039
C 2.4090 -0.7343 -0.3095 -0.051 -0.387 0.119
N 1.3430 -0.1002 -0.7864 0.494 0.325 0.428
C -1.8909 1.9977 1.7782 -0.337 -0.904 0.414
C -2.3822 2.8727 2.7311 -0.023 0.228 0.040
N -2.2001 0.6169 1.9476 0.402 0.710 -0.534
C -3.1902 0.1027 2.7047 -0.182 -0.116 0.146
C -3.0193 -1.2548 2.7867 -0.111 0.426 -0.024
C -1.8852 -1.5097 2.0264 0.652 -0.350 -0.167
N -1.3904 -0.3913 1.5058 0.895 -0.012 0.631
H -2.6893 6.1892 3.3890 0.022 0.013 -0.013
H -2.0774 5.0981 4.6258 0.053 -0.016 0.061
H -3.7069 4.8864 4.0024 -0.018 -0.059 -0.004
H -1.1075 5.7750 1.5818 0.018 0.117 -0.004
H -0.1907 4.2393 -0.0901 0.011 0.067 0.038
H -2.0549 3.3908 -1.7576 -0.167 0.090 0.072
H -1.4226 4.2783 -3.9624 -0.051 0.067 -0.047
H 0.4822 4.7528 -5.5831 -0.028 0.006 0.027
H 0.3777 3.0983 -6.1657 -0.023 -0.039 -0.036
H 1.9113 3.7168 -5.5571 -0.017 -0.016 -0.005
H 2.2200 2.0415 -3.8047 0.025 -0.009 -0.013
H 3.6941 1.8475 -1.8122 0.077 0.047 -0.039
H 4.5854 -0.3336 -0.4148 0.107 -0.044 0.030
H 2.2787 -1.6454 0.2476 -0.018 -0.039 0.044
H -2.9407 2.4873 3.5696 -0.031 -0.020 0.046
H -3.9536 0.7386 3.1050 -0.116 0.032 0.106
H -3.6399 -1.9586 3.3031 -0.068 -0.114 0.049
H -1.4024 -2.4499 1.8087 -0.083 -0.045 -0.084
F -1.5094 -0.1434 -2.3848 0.662 0.537 -1.012
P -3.1426 -0.2471 -1.9731 -1.863 -0.869 -2.375
F -3.5526 0.6167 -3.2484 0.340 -0.435 0.589
F -4.6113 -0.4672 -1.4345 0.346 -0.021 0.045
F -2.4840 -1.0403 -0.6352 -1.031 -0.386 0.564
F -3.0011 1.0705 -1.0893 -0.050 0.736 0.129
F -3.1878 -1.6335 -2.7841 0.199 0.873 0.711
O -1.3099 -4.2209 0.0916 0.040 1.818 1.821
N -0.8499 -3.6100 -0.8179 -0.486 -4.291 -3.095
O -0.4974 -2.4528 -0.9678 1.434 3.804 1.447
```
Positions in Å, forces in eV/Å.

Values from the calculation:
HOMO (spin up / spin down), eV: -10.0 / -10.0
LUMO energy (spin up / spin down), eV: -6.3 / -6.3
Charge: +1
Orbital gap (spin up / spin down), eV: 3.68 / 3.67